No. 1
{"formula": "C18H26CuNO6S2Si2", "method": "wB97M-V/def2-TZVPD", "species": ["Cu", "C", "Si", "C", "C", "C", "C", "C", "C", "C", "C", "N", "Si", "C", "C", "C", "H", "H", "H", "H", "H", "H", "H", "H", "H", "H", "H", "H", "H", "H", "H", "H", "H", "H", "H", "H", "H", "H", "O", "S", "O", "O", "C", "C", "C", "C", "C", "C", "S", "O", "O", "O", "H", "H", "H", "H"], "xyz": [[0.4285, -11.5288, 9.2644], [-2.3858, -11.3583, 14.3733], [-2.1373, -11.6727, 12.5515], [-1.8209, -13.5430, 12.5166], [-3.7706, -11.3691, 11.6585], [-0.7096, -10.9235, 11.7609], [0.6039, -11.3896, 11.9674], [1.1447, -11.7401, 13.2464], [2.4240, -12.1524, 13.4130], [3.3335, -12.1041, 12.3227], [2.7737, -11.7360, 11.1164], [1.4814, -11.4163, 10.9336], [-0.8457, -9.3581, 10.7719], [-1.5892, -9.2443, 8.9572], [0.7627, -8.4400, 10.5664], [-2.0565, -8.2038, 11.7103], [-3.1252, -12.0625, 14.7426], [-2.7067, -10.3380, 14.5180], [-1.5027, -11.4759, 14.9835], [-2.3774, -14.1549, 13.2238], [-0.7708, -13.7048, 12.7212], [-1.8509, -14.0611, 11.5032], [-4.4954, -12.1524, 11.8276], [-3.5731, -11.5123, 10.5758], [-4.2579, -10.3644, 11.7048], [0.4017, -11.5786, 14.0223], [2.7208, -12.3744, 14.4162], [4.3547, -12.2286, 12.4060], [3.2708, -11.6722, 10.1670], [-1.0577, -9.8984, 8.2404], [-1.5361, -8.2043, 8.5231], [-2.6312, -9.5527, 8.9582], [1.2170, -8.9541, 9.6768], [1.4268, -8.6212, 11.3768], [0.6581, -7.3525, 10.2250], [-3.1306, -8.3716, 11.5405], [-1.9142, -7.0928, 11.4992], [-2.0218, -8.3889, 12.7788], [2.5949, -12.0323, 5.5731], [2.2532, -12.0714, 6.9434], [3.3875, -12.0188, 7.8317], [1.2239, -11.1580, 7.3362], [1.6276, -13.7641, 7.2026], [2.6890, -14.6975, 7.3145], [2.4585, -16.0414, 7.5310], [1.1433, -16.4800, 7.8237], [0.1064, -15.5913, 7.6827], [0.3060, -14.2451, 7.3236], [-1.2191, -13.2686, 7.4910], [-2.2973, -14.2296, 7.3838], [-1.2195, -12.2105, 6.5425], [-1.0423, -12.8324, 8.9104], [3.6582, -14.3168, 7.1074], [3.2215, -16.8057, 7.5075], [0.9693, -17.4984, 8.0861], [-0.9007, -15.8409, 8.0248]], "forces_ev_per_a": [[0.29, 0.04, -0.02], [-0.17, 0.14, 0.22], [0.23, -1.11, -0.41], [0.13, -0.93, -1.51], [-0.03, 0.83, -1.27], [-0.09, 1.30, -0.72], [0.83, 0.24, 0.46], [-1.58, 0.05, -0.45], [0.51, 0.58, -0.31], [-2.56, 0.41, -0.12], [-0.53, 0.27, -0.25], [-0.11, -0.32, -0.06], [-1.31, 0.35, -0.77], [0.69, 0.15, 0.13], [0.04, 0.54, -2.22], [-0.63, 1.07, -0.05], [-0.37, 0.02, 0.21], [-0.40, 0.42, 0.20], [0.44, -0.18, 0.06], [-0.24, -0.02, 0.14], [0.50, 0.14, 0.54], [-0.51, 0.92, 0.91], [-0.37, -0.18, 0.59], [0.26, 0.14, 0.35], [0.36, -0.75, 0.34], [0.55, -0.44, 0.45], [0.51, -0.24, 0.46], [1.88, -0.57, 0.25], [0.86, -0.15, -0.09], [-0.23, 0.19, 0.18], [0.01, -0.79, 0.63], [-0.21, -0.09, -0.05], [-0.12, 0.41, 0.68], [0.72, 0.35, 0.78], [0.06, -1.33, 0.89], [0.20, -0.18, -0.56], [0.09, -1.28, 0.30], [0.54, 0.26, 0.45], [0.48, 0.17, -2.52], [0.14, -1.48, 1.26], [0.96, -0.04, 0.68], [-1.55, 1.33, 0.47], [-0.28, -0.74, 0.22], [-1.14, -0.11, -0.65], [-1.18, -0.31, 0.41], [1.10, 0.94, -0.92], [-0.43, 0.39, 0.66], [0.62, 0.05, 0.41], [0.62, -0.76, 1.39], [-0.20, -0.06, -0.15], [-0.19, 0.77, -0.92], [-0.53, -0.02, -0.58], [0.79, 0.13, 0.08], [0.44, 0.23, 0.11], [-0.16, -0.59, 0.22], [0.27, -0.15, -0.51]], "mulliken_charge": [0.433, -1.368, 0.179, -1.127, -1.037, 0.753, 0.627, -0.618, -0.181, -1.293, -0.504, 0.041, 0.277, -1.089, -1.145, -1.330, 0.328, 0.269, 0.423, 0.393, 0.388, 0.212, 0.420, 0.238, 0.278, 0.163, 0.418, 0.489, 0.567, 0.341, 0.275, 0.322, 0.204, 0.345, 0.249, 0.346, 0.289, 0.318, -0.710, 1.358, -0.717, -0.502, 0.535, -1.007, -0.613, -0.572, -0.639, 0.050, 1.318, -0.797, -0.672, -0.485, 0.453, 0.351, 0.408, 0.350], "homo_lumo_gap_ev": 6.0497, "e_above_lowest_kcal_mol": 9.7, "e_lumo_ha": 0.180, "total_charge": -2, "e_homo_ev": -1.1}


No. 2
{"formula": "C18H26CuNO6S2Si2", "method": "wB97M-V/def2-TZVPD", "species": ["Cu", "C", "Si", "C", "C", "C", "C", "C", "C", "C", "C", "N", "Si", "C", "C", "C", "H", "H", "H", "H", "H", "H", "H", "H", "H", "H", "H", "H", "H", "H", "H", "H", "H", "H", "H", "H", "H", "H", "O", "S", "O", "O", "C", "C", "C", "C", "C", "C", "S", "O", "O", "O", "H", "H", "H", "H"], "xyz": [[0.5714, 0.1054, -1.0399], [-3.3948, 0.1478, 3.1001], [-2.5017, -0.3163, 1.4243], [-1.4695, -1.7354, 2.0367], [-3.6888, -0.9367, 0.1474], [-1.3747, 0.9600, 0.7996], [-0.1067, 1.2781, 1.3450], [0.1649, 1.6662, 2.6866], [1.3387, 2.2491, 3.0311], [2.3474, 2.4360, 2.0853], [2.1615, 1.8851, 0.8611], [1.0045, 1.3047, 0.4802], [-1.7106, 1.6918, -0.8609], [-1.8182, 0.7254, -2.4954], [-0.5800, 3.1698, -1.2684], [-3.4634, 2.5468, -0.8365], [-4.1923, -0.5627, 3.3389], [-3.7543, 1.1639, 3.1397], [-2.7016, 0.0478, 3.9467], [-2.0789, -2.6038, 2.4297], [-0.8805, -1.4859, 2.9500], [-0.7477, -2.1378, 1.3505], [-4.4798, -1.5699, 0.6556], [-3.2526, -1.5117, -0.6690], [-4.2407, -0.1188, -0.3345], [-0.7060, 1.6675, 3.3623], [1.4268, 2.6855, 4.0149], [3.2424, 2.9316, 2.3053], [2.9464, 1.7645, 0.0808], [-0.9019, 0.4371, -3.0765], [-2.3877, 1.4353, -3.1224], [-2.4354, -0.2131, -2.3972], [0.3557, 2.7583, -1.6671], [-0.4609, 3.8722, -0.3823], [-0.9991, 3.7823, -2.0985], [-4.3173, 2.1265, -0.2689], [-3.7971, 2.6115, -1.8720], [-3.3913, 3.6134, -0.5162], [3.2353, -1.0206, -4.1319], [3.0652, -0.3086, -2.9015], [4.1484, 0.6117, -2.5901], [1.7695, 0.3251, -2.7074], [3.2126, -1.5550, -1.5826], [4.4165, -1.5914, -0.8284], [4.6163, -2.4921, 0.1957], [3.6031, -3.3512, 0.5794], [2.4310, -3.3772, -0.1507], [2.2712, -2.5204, -1.2564], [0.6500, -2.7500, -2.0087], [0.2338, -4.1259, -1.6975], [0.7511, -2.3787, -3.4011], [-0.1821, -1.8100, -1.2137], [5.1490, -0.8773, -1.0792], [5.5294, -2.4512, 0.7237], [3.7785, -4.1461, 1.2962], [1.5950, -4.0527, 0.0877]], "forces_ev_per_a": [[0.06, -0.23, 0.16], [0.23, -0.58, -0.27], [0.97, 0.52, 1.44], [-0.09, -1.46, 1.82], [-1.75, -0.33, 0.06], [-0.04, 0.21, -0.74], [1.16, 0.25, -0.68], [-1.63, -0.25, 0.07], [0.00, 0.62, 0.18], [-0.34, -0.32, 0.36], [-0.44, -1.29, -1.98], [-0.70, -0.06, 1.04], [-0.45, 0.65, 0.19], [-0.28, -0.87, -0.54], [-0.28, 0.73, 0.10], [-0.27, 0.53, 0.22], [-0.27, 0.12, -0.11], [-0.41, 0.37, -0.13], [0.22, 0.01, -0.31], [0.26, 0.66, -0.60], [-0.28, 0.36, -0.53], [0.19, -0.14, -0.69], [0.83, 0.48, -0.51], [0.30, -0.11, 0.24], [0.07, -0.05, 0.13], [0.62, -0.14, -0.13], [0.17, -0.05, 0.25], [1.20, 0.56, 0.42], [-0.42, 0.53, 0.69], [-0.57, 0.29, 0.76], [0.16, -0.30, -0.06], [0.58, 0.90, -0.07], [0.11, 0.41, 0.45], [0.23, -0.96, -0.98], [-0.06, -0.37, 0.42], [0.60, -0.07, -0.11], [-0.14, -0.04, -0.24], [0.20, -0.64, 0.03], [0.01, -0.24, -0.67], [1.06, -0.01, 0.67], [0.22, 0.12, 0.09], [-0.64, 0.16, -0.23], [0.76, -0.50, 0.56], [-1.49, -0.13, -0.55], [-0.67, 0.45, -0.33], [-0.13, -0.91, -0.46], [-0.08, 0.16, -0.22], [-0.83, -0.61, 0.57], [-0.85, -0.20, -0.06], [0.57, 0.77, -0.53], [-0.07, -0.53, 0.29], [0.03, 0.27, 0.02], [0.81, 0.72, -0.24], [0.96, -0.12, 0.53], [-0.04, 0.31, 0.38], [0.64, 0.31, -0.17]], "mulliken_charge": [0.216, -1.397, 0.282, -0.836, -0.999, 0.260, 0.741, -0.875, -0.085, -1.139, -0.401, 0.571, 0.394, -1.068, -1.167, -1.321, 0.342, 0.341, 0.296, 0.299, 0.268, 0.040, 0.304, 0.239, 0.314, 0.177, 0.378, 0.463, 0.348, 0.378, 0.340, 0.190, 0.264, 0.240, 0.295, 0.300, 0.363, 0.321, -0.688, 1.388, -0.803, -0.407, -0.045, -0.601, -0.613, -0.629, -0.580, 0.174, 1.285, -0.802, -0.699, -0.358, 0.549, 0.402, 0.347, 0.408], "homo_lumo_gap_ev": 6.0674, "e_above_lowest_kcal_mol": 3.5, "e_lumo_ha": 0.181, "total_charge": -2, "e_homo_ev": -1.1}